Entry 1:
Below is 3 unconnected molecules or ions with the total composition C15H24ClN5P in a non-equilibrium geometry, with properties calculated with wB97M-V/def2-TZVPD.

HOMO, eV: -11.160
Spin multiplicity: 1
F_max, eV/Å: 2.82
E, Ha: -1660.9729
Total charge: +1
Gap between HOMO and LUMO, eV: 6.7059

Last column: Löwdin charge in e.
Element x y z (Å)
C -2.371 -2.600 -1.539  -0.14
C -2.495 -1.238 -0.729  -0.41
P -2.943 -1.402 1.085  1.00
C -4.688 -2.160 1.073  -0.37
C -4.706 -3.722 0.769  -0.15
N -1.957 -2.623 1.921  -0.06
C -0.689 -2.851 1.766  -0.47
N -0.108 -3.917 2.546  0.12
N 0.076 -2.016 0.863  -0.33
Cl 1.032 -3.115 -0.097  0.69
H -1.629 -2.420 -2.364  0.08
H -3.380 -2.841 -1.956  0.08
H -1.993 -3.393 -0.847  0.04
H -1.548 -0.649 -0.790  0.04
H -3.300 -0.605 -1.190  0.09
H -5.206 -1.665 0.211  0.08
H -5.236 -1.892 2.005  0.07
H -4.821 -3.944 -0.318  0.07
H -3.800 -4.270 1.129  0.05
H -5.571 -4.152 1.344  0.08
H -2.447 -3.234 2.587  0.14
H -0.204 -4.787 2.018  0.11
H 0.865 -3.713 2.764  0.10
H 0.702 -1.402 1.399  0.11
N 3.054 1.752 -2.228  0.05
C 2.615 0.553 -1.833  -0.15
C 1.295 0.144 -1.932  -0.09
C 0.372 1.027 -2.471  -0.08
C 0.802 2.277 -2.888  -0.05
C 2.144 2.587 -2.747  -0.16
H 3.373 -0.102 -1.417  0.11
H 0.997 -0.841 -1.596  0.04
H -0.671 0.745 -2.565  0.09
H 0.111 2.993 -3.313  0.11
H 2.528 3.552 -3.060  0.11
N 2.532 3.428 1.535  0.05
C 3.030 4.287 2.435  -0.16
C 3.966 5.262 2.133  -0.07
C 4.419 5.357 0.826  -0.08
C 3.920 4.479 -0.124  -0.07
C 2.984 3.541 0.278  -0.15
H 2.649 4.172 3.444  0.10
H 4.332 5.931 2.902  0.10
H 5.152 6.106 0.551  0.11
H 4.250 4.522 -1.153  0.10
H 2.563 2.838 -0.427  0.06

Cartesian forces, eV/Å:
C 0.1 1.1 0.3
C 0.4 -1.0 -0.4
P -1.7 2.3 -0.2
C 0.8 -1.1 -0.8
C -0.6 0.1 0.7
N 0.5 -0.8 -1.3
C 0.7 -0.8 1.3
N -0.9 1.5 -1.4
N -0.7 -1.0 0.9
Cl 0.1 0.4 0.1
H -0.8 -0.5 0.7
H 1.1 -0.2 0.3
H -0.4 0.4 -0.9
H -0.8 -0.5 0.2
H 0.6 -0.4 0.8
H 0.5 -0.1 0.9
H 0.6 -0.2 -0.6
H 0.1 0.2 0.9
H -0.6 0.5 -0.3
H 0.8 0.2 -0.8
H 0.4 0.3 -0.1
H 0.2 0.0 0.5
H -0.1 -0.3 -0.2
H -0.1 -0.1 -0.3
N -0.5 -0.3 -0.4
C 0.4 0.2 -0.1
C -0.1 0.1 0.0
C -0.1 0.0 0.0
C -0.1 -0.1 0.0
C 0.4 -0.2 -0.1
H 0.0 0.0 0.0
H 0.0 0.0 -0.1
H 0.0 0.0 0.0
H 0.0 0.0 0.0
H -0.1 0.0 0.0
N 0.3 0.3 -0.1
C -0.2 -0.3 -0.1
C 0.0 0.0 -0.1
C 0.1 0.1 0.0
C 0.0 0.1 0.1
C -0.3 -0.1 0.5
H 0.0 0.1 0.0
H 0.0 0.0 0.0
H 0.0 0.0 0.0
H 0.0 -0.1 0.0
H 0.1 0.2 0.3


Entry 2:
Below is a molecular structure, C15H24MnN2O4S in a non-equilibrium geometry, with properties calculated with wB97M-V/def2-TZVPD.

HOMO (alpha / beta), eV: -16.704 / -16.709
Spin multiplicity: 6
F_max, eV/Å: 5.11
E, Ha: -2544.7503
Total charge: +2
Gap between HOMO and LUMO (alpha / beta), eV: 6.3780 / 6.0135

Last column: Löwdin spin population.
Element x y z (Å)
C 3.707 2.390 0.248  0.00
C 4.203 1.004 0.808  0.00
O 4.723 0.948 1.847  0.00
O 4.066 -0.223 0.078  0.00
C 2.810 -0.367 -0.489  0.01
C 2.326 -1.867 -0.277  0.00
C 1.282 -1.912 0.906  0.00
C -0.077 -1.774 0.153  0.00
C -1.403 -2.107 0.906  0.00
C -1.518 -1.474 2.340  0.00
C -2.630 -0.363 2.230  0.00
C -1.932 0.700 1.270  0.00
C -2.696 1.050 -0.066  0.00
C -3.845 2.002 0.344  0.00
N -4.530 2.855 0.613  0.00
C -1.724 1.828 -1.085  0.00
C -0.439 2.326 -0.415  0.00
N 0.518 2.736 0.031  0.00
S -1.409 0.916 -2.656  0.01
C -0.806 -0.790 -2.426  0.03
O -0.320 1.631 -3.351  0.05
O -2.614 0.929 -3.456  0.00
H 2.775 2.656 0.806  0.00
H 4.511 3.120 0.497  0.00
H 3.519 2.314 -0.854  0.00
H 2.910 -0.163 -1.658  0.01
H 2.033 0.333 -0.084  0.00
H 3.220 -2.513 -0.104  0.00
H 1.862 -2.192 -1.254  0.00
H 1.426 -1.034 1.587  0.00
H 1.393 -2.881 1.448  0.00
H -0.081 -0.748 -0.297  0.00
H -0.011 -2.502 -0.708  0.00
H -1.552 -3.210 0.941  0.00
H -2.218 -1.637 0.288  0.00
H -0.574 -1.091 2.789  0.00
H -1.915 -2.266 3.030  0.00
H -2.778 0.073 3.247  0.00
H -3.622 -0.745 1.896  0.00
H -0.907 0.306 1.085  0.00
H -1.859 1.667 1.830  0.00
H -3.159 0.145 -0.531  0.00
H -2.293 2.751 -1.387  0.00
H -0.913 -1.359 -3.390  0.00
H -1.360 -1.370 -1.655  0.00
H 0.312 -0.789 -2.202  0.01
Mn 1.590 0.696 -2.874  4.87

Cartesian forces, eV/Å:
C 0.0 -1.4 0.1
C -0.2 1.8 -0.6
O 0.7 -0.5 1.2
O -1.5 1.2 -0.7
C -0.1 -1.5 1.2
C 0.4 0.8 -0.4
C 0.0 0.0 -1.2
C 0.3 -1.2 0.4
C 0.6 0.8 0.0
C -2.1 -1.1 0.1
C 1.6 0.5 0.6
C -0.9 0.4 0.6
C -0.7 0.5 1.1
C 3.6 -3.2 -1.8
N -1.9 2.0 0.8
C -0.1 0.6 1.5
C -3.3 -1.6 -2.1
N 1.8 0.5 0.6
S -3.3 0.1 -1.6
C 0.1 -0.4 -0.9
O 3.2 -0.6 0.6
O 1.2 -0.5 1.8
H 0.8 -0.1 -0.6
H -0.7 -0.6 -0.4
H 0.1 0.4 0.7
H 0.0 0.0 -0.4
H 0.6 -0.2 -0.3
H -0.6 0.7 -0.2
H 0.4 0.0 1.0
H 0.1 -1.0 -0.3
H -0.2 0.9 -0.3
H 0.0 -0.7 0.8
H -0.1 0.7 0.7
H 0.1 0.8 -0.1
H 0.4 -0.9 0.5
H -0.7 -0.1 -0.5
H 0.6 0.7 -0.5
H 0.0 -0.1 -0.9
H 0.9 0.2 0.0
H -0.9 0.7 -0.1
H 0.2 -0.8 -0.5
H 0.5 0.7 0.1
H 0.6 -0.8 -0.4
H -0.2 1.0 0.5
H 0.5 0.7 -0.5
H -1.2 -0.3 0.3
Mn -0.6 1.1 0.0


Entry 3:
Below is a single C15H24N2O3 molecule, with properties calculated with wB97M-V/def2-TZVPD.

HOMO, eV: -9.288
Spin multiplicity: 1
F_max, eV/Å: 0.62
Energy above the lowest of the compared OMol25 structures with the same formula, charge and spin, kcal per mole: 3.0
E, Ha: -921.2631
Total charge: 0
Gap between HOMO and LUMO, eV: 9.4867

Last column: Löwdin charge in e.
Element x y z (Å)
C -0.938 0.168 4.805  -0.11
C -1.058 1.560 4.197  -0.27
C -2.018 1.561 3.010  -0.22
C -2.102 2.907 2.288  -0.21
C -0.840 3.329 1.530  -0.19
C -0.469 2.390 0.373  -0.14
C 0.596 1.354 0.759  -0.32
C 2.010 1.922 0.688  -0.02
N 0.493 0.169 -0.094  0.05
C 0.600 0.262 -1.427  0.04
C 0.522 -0.797 -2.277  -0.04
C 0.663 -0.506 -3.727  -0.41
C 0.575 -1.660 -4.676  -0.01
O 0.843 0.635 -4.101  0.07
C 0.312 -2.127 -1.728  -0.37
O 0.228 -3.165 -2.350  0.07
N 0.204 -2.142 -0.329  0.04
C -0.013 -3.423 0.324  0.00
C 0.282 -1.065 0.515  -0.42
O 0.171 -1.175 1.715  0.09
H -0.256 0.177 5.652  0.07
H -1.908 -0.183 5.150  0.07
H -0.561 -0.532 4.064  0.05
H -1.416 2.266 4.951  0.11
H -0.067 1.893 3.882  0.10
H -1.728 0.775 2.311  0.10
H -3.017 1.309 3.375  0.12
H -2.335 3.682 3.022  0.11
H -2.932 2.871 1.578  0.11
H -1.020 4.327 1.126  0.11
H -0.003 3.412 2.223  0.10
H -0.098 2.980 -0.467  0.11
H -1.369 1.870 0.036  0.12
H 0.408 0.990 1.772  0.12
H 2.734 1.178 1.011  0.09
H 2.091 2.786 1.340  0.08
H 2.257 2.233 -0.325  0.08
H 0.754 1.248 -1.845  0.15
H 1.345 -2.391 -4.442  0.09
H 0.693 -1.302 -5.695  0.09
H -0.383 -2.162 -4.561  0.09
H -0.054 -4.186 -0.450  0.09
H 0.803 -3.626 1.017  0.10
H -0.948 -3.397 0.883  0.10

Cartesian forces, eV/Å:
C 0.1 0.2 0.0
C -0.2 -0.3 -0.1
C 0.1 0.4 0.1
C 0.1 -0.1 0.0
C -0.2 0.0 -0.1
C 0.1 0.0 0.2
C 0.0 0.4 0.2
C -0.2 -0.2 0.1
N 0.0 -0.3 0.1
C 0.0 -0.4 -0.5
C 0.0 0.3 0.2
C 0.0 -0.1 0.0
C 0.0 0.1 -0.4
O 0.0 0.1 -0.1
C 0.0 0.3 0.0
O 0.0 -0.1 -0.1
N 0.0 -0.2 0.1
C -0.1 -0.3 0.1
C 0.0 0.1 -0.1
O 0.0 -0.1 0.3
H 0.0 -0.1 0.1
H -0.1 -0.1 0.1
H 0.0 -0.1 0.0
H 0.1 0.1 0.0
H 0.1 0.1 0.0
H 0.0 -0.1 -0.1
H 0.0 -0.1 0.0
H -0.1 0.0 0.0
H 0.0 0.1 0.0
H 0.1 0.0 0.1
H 0.1 0.1 0.0
H 0.0 0.0 -0.1
H 0.0 0.0 -0.1
H 0.0 0.1 -0.2
H 0.1 0.0 0.0
H 0.0 0.1 0.1
H 0.0 0.1 -0.1
H 0.0 0.0 0.0
H 0.0 -0.1 0.0
H 0.0 0.1 0.0
H 0.0 -0.1 0.0
H 0.0 0.1 0.1
H -0.1 0.0 0.0
H 0.1 0.0 0.0


Copy entry 3 word for word.
Below is a single C15H24N2O3 molecule, with properties calculated with wB97M-V/def2-TZVPD.

HOMO, eV: -9.288
Spin multiplicity: 1
F_max, eV/Å: 0.62
Energy above the lowest of the compared OMol25 structures with the same formula, charge and spin, kcal per mole: 3.0
E, Ha: -921.2631
Total charge: 0
Gap between HOMO and LUMO, eV: 9.4867

Last column: Löwdin charge in e.
Element x y z (Å)
C -0.938 0.168 4.805  -0.11
C -1.058 1.560 4.197  -0.27
C -2.018 1.561 3.010  -0.22
C -2.102 2.907 2.288  -0.21
C -0.840 3.329 1.530  -0.19
C -0.469 2.390 0.373  -0.14
C 0.596 1.354 0.759  -0.32
C 2.010 1.922 0.688  -0.02
N 0.493 0.169 -0.094  0.05
C 0.600 0.262 -1.427  0.04
C 0.522 -0.797 -2.277  -0.04
C 0.663 -0.506 -3.727  -0.41
C 0.575 -1.660 -4.676  -0.01
O 0.843 0.635 -4.101  0.07
C 0.312 -2.127 -1.728  -0.37
O 0.228 -3.165 -2.350  0.07
N 0.204 -2.142 -0.329  0.04
C -0.013 -3.423 0.324  0.00
C 0.282 -1.065 0.515  -0.42
O 0.171 -1.175 1.715  0.09
H -0.256 0.177 5.652  0.07
H -1.908 -0.183 5.150  0.07
H -0.561 -0.532 4.064  0.05
H -1.416 2.266 4.951  0.11
H -0.067 1.893 3.882  0.10
H -1.728 0.775 2.311  0.10
H -3.017 1.309 3.375  0.12
H -2.335 3.682 3.022  0.11
H -2.932 2.871 1.578  0.11
H -1.020 4.327 1.126  0.11
H -0.003 3.412 2.223  0.10
H -0.098 2.980 -0.467  0.11
H -1.369 1.870 0.036  0.12
H 0.408 0.990 1.772  0.12
H 2.734 1.178 1.011  0.09
H 2.091 2.786 1.340  0.08
H 2.257 2.233 -0.325  0.08
H 0.754 1.248 -1.845  0.15
H 1.345 -2.391 -4.442  0.09
H 0.693 -1.302 -5.695  0.09
H -0.383 -2.162 -4.561  0.09
H -0.054 -4.186 -0.450  0.09
H 0.803 -3.626 1.017  0.10
H -0.948 -3.397 0.883  0.10

Cartesian forces, eV/Å:
C 0.1 0.2 0.0
C -0.2 -0.3 -0.1
C 0.1 0.4 0.1
C 0.1 -0.1 0.0
C -0.2 0.0 -0.1
C 0.1 0.0 0.2
C 0.0 0.4 0.2
C -0.2 -0.2 0.1
N 0.0 -0.3 0.1
C 0.0 -0.4 -0.5
C 0.0 0.3 0.2
C 0.0 -0.1 0.0
C 0.0 0.1 -0.4
O 0.0 0.1 -0.1
C 0.0 0.3 0.0
O 0.0 -0.1 -0.1
N 0.0 -0.2 0.1
C -0.1 -0.3 0.1
C 0.0 0.1 -0.1
O 0.0 -0.1 0.3
H 0.0 -0.1 0.1
H -0.1 -0.1 0.1
H 0.0 -0.1 0.0
H 0.1 0.1 0.0
H 0.1 0.1 0.0
H 0.0 -0.1 -0.1
H 0.0 -0.1 0.0
H -0.1 0.0 0.0
H 0.0 0.1 0.0
H 0.1 0.0 0.1
H 0.1 0.1 0.0
H 0.0 0.0 -0.1
H 0.0 0.0 -0.1
H 0.0 0.1 -0.2
H 0.1 0.0 0.0
H 0.0 0.1 0.1
H 0.0 0.1 -0.1
H 0.0 0.0 0.0
H 0.0 -0.1 0.0
H 0.0 0.1 0.0
H 0.0 -0.1 0.0
H 0.0 0.1 0.1
H -0.1 0.0 0.0
H 0.1 0.0 0.0